The following is a quantum chemistry calculation of 2 unconnected molecules or ions with the total composition C3H10N2O, from OMol25.

Multiplicity: 1
Calculated total energy: -304.951114 hartree
Charge: 0
Gap between HOMO and LUMO: 9.95 eV
M: 90.1 g mol⁻¹

Cartesian coordinates (Å):
C 0.127 0.040 1.516
C -1.442 2.507 -0.187
C 0.464 -1.922 -1.023
N 0.062 1.137 0.906
N 1.452 -1.508 -0.041
O -0.928 1.200 -0.090
H 2.022 -0.757 -0.413
H 2.066 -2.283 0.192
H 0.901 -0.052 2.258
H -0.547 -0.793 1.356
H -2.143 2.711 0.632
H -1.967 2.556 -1.140
H -0.640 3.246 -0.162
H -0.151 -2.712 -0.591
H -0.173 -1.071 -1.252
H 0.896 -2.297 -1.961

Löwdin atomic charge list, values in e, 2 entries: atom 1 (C): -0.073, atom 2 (C): -0.120

The following is a quantum chemistry calculation of 2 unconnected molecules or ions with the total composition C3H10N2O, from OMol25.

Multiplicity: 1
Calculated total energy: -304.999633 hartree
Charge: 0
Gap between HOMO and LUMO: 8.25 eV
M: 90.1 g mol⁻¹

Cartesian coordinates (Å):
C -0.393 2.099 0.328
C 0.366 0.820 0.377
C 1.360 0.439 -0.441
N 1.537 -0.867 -0.842
N -0.386 -0.119 1.309
H -1.518 1.937 -0.032
H 0.183 2.818 -0.329
H -0.557 2.560 1.351
H 1.977 1.252 -0.707
H 0.570 -1.261 -0.779
H 1.948 -0.906 -1.767
H -0.292 0.261 2.224
H 0.040 -1.029 1.205
H -1.849 -1.130 -0.066
H -2.326 -1.867 -1.408
O -1.778 -1.986 -0.568

Löwdin atomic charge list, values in e, 2 entries: atom 1 (C): -0.111, atom 2 (C): -0.380

The following is a quantum chemistry calculation of a gas-phase ion, C3H10N2O (charge +1), from OMol25.

Multiplicity: 2
Calculated total energy: -304.708779 hartree
Charge: +1
Gap between HOMO and LUMO (alpha / beta): 12.23 / 6.57 eV
M: 90.1 g mol⁻¹

Cartesian coordinates (Å):
C -0.797 -0.648 -0.488
C -1.411 0.329 -1.447
O -0.350 1.225 -1.840
N -0.083 -0.039 0.629
C 1.187 -0.572 1.046
N 1.526 0.031 2.351
H -1.627 -1.272 -0.157
H -0.089 -1.333 -0.964
H -2.208 0.882 -0.951
H -1.673 -0.206 -2.355
H -0.499 1.438 -2.750
H 0.116 0.937 0.384
H 1.171 -1.655 1.167
H 1.949 -0.266 0.324
H 2.097 0.859 2.171
H 0.690 0.290 2.880

Löwdin atomic charge list, values in e, 2 entries: atom 1 (C): -0.139, atom 2 (C): -0.192

Values for relative energy (zero: lowest compared OMol25 entry of this formula, charge and spin), kcal per mole, ordered as above
77.5, 47.1, 48.0